The following is a quantum chemistry calculation of a structure of composition C39H43As2ClRuSi2, from the Open Molecules 2025 dataset.

Structure (ORCA input):
```
! wB97M-V def2-TZVPD RIJCOSX def2/J DEFGRID3
* xyz 2 5
Ru 0.28738 0.00344 -0.49183
As 2.10443 -0.47337 1.03033
As 0.50630 2.14455 0.45851
Cl 2.69040 0.58878 -3.19429
Si 1.90435 0.28267 -6.91918
Si 0.68285 0.34310 -2.79379
C 1.34222 1.09874 5.01241
C 2.40244 -2.33403 1.50986
C 2.61660 -2.29130 -7.99930
C -0.01904 3.46834 -8.64933
C 0.58898 -2.46645 -3.19816
C 2.33239 -3.40600 -8.79725
C 0.83626 3.90306 -9.66574
C 0.36815 2.41607 -7.81770
C 2.06743 3.26783 -9.85482
C 0.48800 2.64848 3.35566
C -1.36263 -0.54235 1.53272
C -1.02082 3.32381 0.68878
C -1.66132 -0.68718 -0.77395
C -1.64490 -2.48694 -4.86689
C 1.32138 -3.35414 -9.76259
C 1.87890 -1.10564 -8.16217
C -0.86462 -1.79411 1.11084
C 0.65340 -2.15220 -9.99797
C -0.83633 3.58891 -4.97403
C -1.05697 -3.69529 -4.47473
C 0.95077 -1.02405 -9.22284
C -0.97973 -1.88156 -0.31407
C -2.12699 3.73886 -4.45968
C 1.68939 0.63971 2.66204
C -1.12026 -1.26768 -4.41477
C 0.06315 -3.68802 -3.63440
C 3.83124 0.24117 0.45570
C 1.61882 1.79639 -7.97005
C 1.96482 3.26353 -0.20052
C -0.39273 1.78997 -3.40584
C 0.66766 2.27650 4.69575
C -0.01431 -1.25744 -3.55243
C -1.65965 2.01011 -2.84102
C -2.53819 2.95739 -3.37621
C -1.86672 0.15186 0.39715
C 0.03386 2.62924 -4.44947
C 1.87071 0.26683 3.99982
C 0.99666 1.82124 2.35844
C 2.46914 2.22774 -9.00472
H 1.73348 3.42196 -1.26174
H 1.43835 -2.74805 1.82051
H 0.68511 0.09692 -6.13898
H 2.39504 -0.65841 4.24325
H -3.52925 3.09532 -2.93180
H -0.31800 2.05668 -7.04188
H -1.42500 -0.19486 2.55693
H -1.47314 -4.64724 -4.82113
H -1.54861 -0.31877 -4.75486
H -1.50627 3.38711 -0.28736
H 2.91660 2.74522 -0.05679
H -1.98947 1.45580 -1.96200
H -0.75992 -2.74222 -0.92661
H 1.05330 -4.24036 -10.32990
H 2.89438 -4.32736 -8.65294
H 0.53880 4.73663 -10.30196
H 1.43205 0.81891 6.06764
H -0.51115 4.23678 -5.79426
H 2.97807 0.33602 -5.89140
H 0.23820 2.90766 5.47992
H 3.85662 1.30563 0.67196
H 1.04041 2.52395 -4.86001
H -0.54217 -2.59232 1.76516
H 2.77621 -2.84099 0.60976
H 0.43041 -0.07562 -9.42428
H -0.62194 4.29284 1.00822
H -0.07532 3.54597 3.09885
H 3.14101 -2.37530 2.31490
H -0.11024 -2.07548 -10.77161
H -2.13340 -0.55606 -1.73617
H -2.45671 1.05744 0.41317
H 2.72247 3.58574 -10.66869
H 3.39544 -2.33378 -7.23222
H 3.92560 0.02751 -0.61385
H -1.68550 2.89123 1.44341
H 1.47421 -2.45385 -2.55616
H 0.52521 -4.62198 -3.31306
H -0.99011 3.94039 -8.49346
H -2.51952 -2.48318 -5.52191
H 1.89989 4.19013 0.38638
H -2.80524 4.48108 -4.88534
H 4.57719 -0.30341 1.04754
H 3.43211 1.72953 -9.15757
*
```

Energy (a.u.): -7116.89252
HOMO-LUMO gap (spin up / spin down) (eV): 5.04 / 2.84
Molar mass (g/mol): 854.31
Highest occupied orbital energy (spin up / spin down) (Eh): -0.3874 / -0.4663

=====

The following is a quantum chemistry calculation of a structure of composition C7H8O3S, from the Open Molecules 2025 dataset.

Structure (ORCA input):
```
! wB97M-V def2-TZVPD RIJCOSX def2/J DEFGRID3
* xyz 0 1
S -3.04940 -0.79500 0.37731
O 2.57159 -1.04559 0.76900
O -4.30284 -0.90670 -0.36244
O -3.18859 2.19867 -0.32092
C 1.52248 -0.21956 0.34334
C 2.00006 1.22341 0.46458
C 0.14939 -0.42593 0.94232
C -1.77357 -0.75407 -0.70191
C -0.44543 -0.61078 -0.26226
C 0.85499 -0.54782 -1.03539
C -2.89224 1.60896 0.60208
H 1.25006 1.90497 0.07429
H 0.93037 0.23117 -1.79001
H 2.92672 1.34353 -0.08841
H 2.18051 1.44893 1.51127
H 2.29355 -1.96811 0.75150
H -1.98201 -0.82712 -1.76146
H 1.16378 -1.50018 -1.46291
H -0.20943 -0.35880 1.95004
*
```

Energy (a.u.): -895.31947
HOMO-LUMO gap (eV): 7.30
Molar mass (g/mol): 172.21
Highest occupied orbital energy (Eh): -0.3137

=====

The following is a quantum chemistry calculation of a structure of composition C19H19MnN4O2S, from the Open Molecules 2025 dataset.

Structure (ORCA input):
```
! wB97M-V def2-TZVPD RIJCOSX def2/J DEFGRID3
* xyz 2 5
Mn 1.82524 -1.76924 0.56252
S -0.28016 -2.87334 -0.19208
O 3.04914 -2.08384 -1.00368
O 1.12544 -1.08764 2.01092
N -2.34886 -1.70224 0.98022
N -2.04926 -1.25524 -1.26788
N 1.54404 -0.10154 -0.35438
N 0.68784 0.79376 -0.00858
C 3.80184 0.18606 -3.83328
C -3.35626 3.31796 1.55462
C 2.27724 0.06846 -1.52558
C 0.02254 0.80536 1.13572
C -2.91046 2.59286 2.64072
C -1.28976 1.01406 3.63592
C 2.27104 1.22836 -2.30498
C -0.27696 0.10996 3.49182
C -1.48766 2.54226 0.24612
C 3.83814 -0.97304 -3.06798
C -1.06476 1.72976 1.30542
C -1.66246 -1.84484 -0.14318
C -3.67996 -1.12544 1.05462
C -2.62576 3.31326 0.36762
C 0.33504 -0.10274 2.23712
C 3.09094 -1.02934 -1.90558
C 3.90034 -3.21194 -1.23958
C -1.76016 1.78826 2.54242
C 3.03854 1.28006 -3.44998
H 0.04364 -0.51534 4.31082
H 1.66854 2.06436 -1.98708
H 4.94924 -2.91194 -1.28188
H 4.38394 0.23286 -4.73878
H -2.03866 -2.24234 1.77532
H 3.03824 2.17446 -4.05248
H -0.90546 2.54826 -0.66018
H -3.45076 2.63506 3.57402
H 4.44494 -1.79884 -3.40378
H 3.62074 -3.72104 -2.16458
H -2.89876 -0.71704 -1.33778
H 3.75304 -3.89764 -0.39958
H -4.25866 3.90616 1.62922
H -4.38186 -1.71454 0.45912
H -3.68376 -0.08984 0.70912
H -1.76606 1.13766 4.59712
H -1.56116 -1.47144 -2.12168
H -4.01496 -1.14144 2.08802
H -2.95726 3.91276 -0.46408
*
```

Energy (a.u.): -2653.56860
HOMO-LUMO gap (spin up / spin down) (eV): 5.22 / 6.12
Molar mass (g/mol): 422.39
Highest occupied orbital energy (spin up / spin down) (Eh): -0.5189 / -0.5229

=====

The following is a quantum chemistry calculation of a structure of composition ClF3Li4, from the Open Molecules 2025 dataset.

Structure (ORCA input):
```
! wB97M-V def2-TZVPD RIJCOSX def2/J DEFGRID3
* xyz 0 1
Cl -0.79291 -2.12013 -1.72171
F -0.54293 -0.74154 1.72469
F 1.95865 0.19352 -0.15739
F -0.63397 1.43254 -1.32698
Li -2.45696 -0.69786 0.76720
Li 1.08998 0.51246 1.86275
Li 1.21594 1.98133 -0.95484
Li 0.16219 -0.56031 -0.19374
*
```

Energy (a.u.): -790.19624
HOMO-LUMO gap (eV): 6.53
Molar mass (g/mol): 120.21
Highest occupied orbital energy (Eh): -0.2880

=====

The following is a quantum chemistry calculation of a structure of composition C2H4BrClO2S, from the Open Molecules 2025 dataset.

Structure (ORCA input):
```
! wB97M-V def2-TZVPD RIJCOSX def2/J DEFGRID3
* xyz 0 1
Br 4.12852 -0.60709 -0.27847
Cl 1.80057 0.95388 0.03042
S -1.12557 0.42018 -0.12651
O -2.03588 0.07116 -1.15889
O -1.52230 1.35804 0.90864
C -0.58500 -1.09977 0.66698
C 0.39532 1.19817 -0.85071
H 0.37846 1.69377 -1.71339
H -1.07016 -1.04102 1.56279
H 0.44182 -0.91014 0.75542
H -0.80577 -2.03716 0.20372
*
```

Energy (a.u.): -3661.32677
HOMO-LUMO gap (spin up / spin down) (eV): 9.28 / 6.35
Molar mass (g/mol): 207.48
Highest occupied orbital energy (spin up / spin down) (Eh): -0.4025 / -0.3579

=====

The following is a quantum chemistry calculation of a cluster of 2 separate species, C6H14IN2 in total, from the Open Molecules 2025 dataset.

Structure (ORCA input):
```
! wB97M-V def2-TZVPD RIJCOSX def2/J DEFGRID3
* xyz 1 1
I -3.96297 0.35875 -0.35891
N 0.40787 -0.79177 0.25079
N -0.48450 -0.23508 1.30299
C -0.12151 2.06139 0.56883
C 1.25608 -1.84486 0.86894
C -0.62765 1.00193 1.42557
C -0.38711 -1.27468 -0.87821
C 1.42955 0.29973 -0.32096
C 0.65760 1.56784 -0.63368
H 2.14446 0.55074 0.54562
H 1.93457 -1.47428 1.72721
H 1.86690 -0.23863 -1.20973
H -0.74843 -0.46085 -1.53569
H 1.93458 -2.32406 0.09531
H 0.44525 2.86400 1.03966
H -1.44773 1.09507 2.20130
H -0.99946 2.57019 0.26580
H -4.50384 1.38072 0.61006
H 0.33786 -1.91753 -1.45170
H -1.32486 -2.03993 -0.59062
H 0.47034 -2.66329 1.16729
H -0.11790 1.48685 -1.42138
H 1.41943 2.38058 -1.02057
*
```

Energy (a.u.): -643.87783
HOMO-LUMO gap (eV): 10.49
Molar mass (g/mol): 241.10
Highest occupied orbital energy (Eh): -0.4807

=====

The following is a quantum chemistry calculation of a structure of composition C3H7N, from the Open Molecules 2025 dataset.

Structure (ORCA input):
```
! wB97M-V def2-TZVPD RIJCOSX def2/J DEFGRID3
* xyz 0 1
N 1.04972 0.67060 -0.17337
C -1.01255 -0.09131 -0.07834
C 0.27291 -0.44687 -0.90016
C 0.09468 0.46142 0.91876
H -0.07161 1.38013 1.52116
H 0.10304 -0.25442 -1.95735
H -1.69811 0.64426 -0.62668
H 0.57285 -1.50748 -0.74429
H -1.67436 -0.89087 0.32134
H 1.96442 0.30401 0.05232
H 0.39900 -0.26945 1.66660
*
```

Energy (a.u.): -173.19933
HOMO-LUMO gap (eV): 10.64
Molar mass (g/mol): 57.10
Highest occupied orbital energy (Eh): -0.3454

=====

The following is a quantum chemistry calculation of a structure of composition C17H33F9O9Y, from the Open Molecules 2025 dataset.

Structure (ORCA input):
```
! wB97M-V def2-TZVPD RIJCOSX def2/J DEFGRID3
* xyz -1 1
Y 0.34111 -1.10953 0.11383
F -0.03481 4.73998 -1.66351
F 1.26750 3.16694 -2.37831
F 1.50695 -3.49527 -3.98771
F 0.46228 1.08317 4.22721
F 0.72012 2.66956 2.89479
F 1.99500 2.46319 4.52383
F -0.82725 3.23746 -3.12971
F 3.29781 -4.11842 -2.99107
F 1.37263 -4.13334 -2.03045
O 1.19823 -1.22889 -2.65566
O -0.08156 1.17890 -0.55467
O 0.77865 -3.14760 1.38715
O -1.97443 2.38364 -0.93114
O 3.10577 0.19831 3.66370
O 1.72178 -0.11706 1.85776
O -1.51723 -0.67769 1.61605
O -1.38219 -1.81530 -1.08483
O 2.37535 -1.78965 -0.93271
C 1.33229 -0.22412 -3.61188
C 5.57952 0.54503 2.99356
C -0.53875 2.52678 -0.80077
C -2.81829 3.62888 -0.89336
C -2.75288 0.01440 1.57692
C -3.41438 -3.09529 -0.51628
C 2.15043 -3.44586 -2.83517
C -2.16753 -2.97637 -1.35370
C 4.42048 0.71656 4.03653
C 0.02297 0.31718 -4.25394
C 2.41867 -1.95783 -2.29586
C -0.03751 3.43868 -2.01205
C 2.29575 0.93541 2.72382
C 0.33213 -4.49150 1.47424
C -4.30640 3.31944 -0.87045
C 1.39723 1.76940 3.61264
C -2.62665 1.45368 2.22907
H 1.13997 -4.99424 2.00600
H -1.79742 2.06217 1.86822
H -0.59104 -0.52508 -4.57284
H 5.41070 1.26275 2.19077
H 0.40701 0.76923 -5.16840
H -0.57425 -4.66515 2.05425
H -0.47249 0.90010 -3.47752
H 6.56510 0.59843 3.45606
H 5.56343 -0.41022 2.46883
H 1.89097 0.58352 -3.13892
H -1.59885 -3.90374 -1.28508
H -2.56781 4.17235 0.01769
H -4.03216 -3.93703 -0.82920
H 4.68861 0.18250 4.94811
H -3.59726 -0.49947 2.03632
H -2.48273 -3.00562 -2.39671
H 1.99408 -0.46219 -4.44462
H -2.44937 1.35462 3.29998
H -4.73365 4.30211 -0.67065
H -4.71497 2.92221 -1.79964
H -4.52843 2.54849 -0.13260
H -1.86253 -1.05873 -1.42902
H -3.52242 2.07138 2.16476
H -2.64347 4.29567 -1.73772
H -3.11023 -3.17541 0.52736
H -1.42805 -1.11561 2.46569
H 0.21258 -5.04708 0.54411
H -3.05630 0.15664 0.53970
H 4.33782 1.74261 4.39498
H -3.97826 -2.16288 -0.54326
H -0.24853 3.00831 0.13303
H 3.34988 -1.54568 -2.68455
H 2.81730 1.61219 2.04701
*
```

Energy (a.u.): -2281.93120
HOMO-LUMO gap (eV): 7.03
Molar mass (g/mol): 641.33
Highest occupied orbital energy (Eh): -0.1730

=====

What did the seventh record say?
The following is a quantum chemistry calculation of a structure of composition C3H7N, from the Open Molecules 2025 dataset.

Structure (ORCA input):
```
! wB97M-V def2-TZVPD RIJCOSX def2/J DEFGRID3
* xyz 0 1
N 1.04972 0.67060 -0.17337
C -1.01255 -0.09131 -0.07834
C 0.27291 -0.44687 -0.90016
C 0.09468 0.46142 0.91876
H -0.07161 1.38013 1.52116
H 0.10304 -0.25442 -1.95735
H -1.69811 0.64426 -0.62668
H 0.57285 -1.50748 -0.74429
H -1.67436 -0.89087 0.32134
H 1.96442 0.30401 0.05232
H 0.39900 -0.26945 1.66660
*
```

Energy (a.u.): -173.19933
HOMO-LUMO gap (eV): 10.64
Molar mass (g/mol): 57.10
Highest occupied orbital energy (Eh): -0.3454

=====

Q: Which of these has the lowest molar mass?
A: C3H7N

=====

Q: What is the formula in the first record?
A: C39H43As2ClRuSi2

=====

Q: Among the records above, which one has the lowest energy?
A: C39H43As2ClRuSi2